12
Properties=species:S:1:pos:R:3 method="wB97M-V/def2-TZVPD" gap_ev=10.62 smiles=N#C[C@H]1CCN1 e_above_lowest_kj_mol=149.81 largest_force_ev_per_a=1.1
H -0.0391 -1.7688 -0.8145
H -0.7607 1.1744 1.4027
N -0.3445 -1.1812 -0.0482
H 0.9916 -0.5331 1.5116
C -1.2712 -0.0768 -0.3613
N 2.8451 0.1046 -0.9218
C -0.3696 0.8915 0.4248
C 0.6631 -0.2613 0.5013
C 1.8771 -0.0511 -0.3071
H -1.3898 0.1751 -1.4263
H -2.2656 -0.2326 0.0747
H -0.0341 1.7836 -0.1020

=====

89
Properties=species:S:1:pos:R:3 method="wB97M-V/def2-TZVPD" gap_ev="7.78 / 7.78" e_above_lowest_kj_mol=0.00 largest_force_ev_per_a=0.7
H 3.4139 2.6131 1.2490
C 3.8051 -2.3890 -0.7830
H 2.3060 1.0548 -4.1748
H 0.9385 -3.9501 1.6421
N 0.2009 -3.3696 1.2612
H 5.3381 -0.8888 -1.2029
H -0.5761 0.0424 -4.0682
H -3.1165 -0.3165 3.7612
H -2.3250 4.3713 -0.7448
N -1.2340 -0.3046 0.9802
H 4.4712 -2.9353 -0.1108
H -2.3781 1.8044 4.5897
C -1.0374 -0.6407 4.0814
H 5.2933 -2.2306 -2.3599
H -0.3558 3.5724 -2.7287
C 3.5866 -0.7111 1.1838
C -2.2306 -0.4023 1.8984
H -3.0061 2.0290 2.9517
C 2.7428 2.5445 2.1081
C -0.8329 -4.2442 -0.7674
C -2.1826 0.0539 3.3359
H -3.0816 -3.2072 -1.0831
H 1.5925 -0.1396 -5.2734
N 0.0445 1.3324 -0.4109
H 0.0736 5.3625 -0.9867
H -0.2759 3.3012 1.2471
C 1.9445 1.0668 4.0004
H 2.4266 -4.0843 -0.8912
H -4.1933 -1.3827 1.8059
C -0.5220 3.6825 0.2560
C 0.0564 1.3935 -2.5908
C -3.5651 -2.2268 -1.0461
H 2.2428 -2.9403 -2.2004
C -5.0311 -2.4399 -0.6701
C 2.5748 0.0755 1.6883
H 0.5086 2.7537 -4.9784
C 0.1526 0.8561 -3.9897
H 3.0423 3.2979 2.8420
C -2.0237 3.9921 0.2358
Pt 0.0598 -1.3934 -1.3562
C 0.3109 4.9372 -0.0073
N -0.7802 -4.1258 0.6202
C -3.2680 -1.1114 1.3219
H -5.5536 -1.4839 -0.5666
H -2.6108 3.0941 0.4446
H -1.2118 -1.7188 4.1227
H 1.7333 2.7874 1.7691
O -1.3958 -5.2324 -1.2167
H -5.1293 -2.9882 0.2696
C -2.2025 1.5745 3.5360
H -5.5341 -3.0190 -1.4455
C 4.6789 -1.5703 -1.7442
C -2.8609 -1.4202 0.0132
H -1.2063 2.3276 -4.8416
N -1.6600 -0.9032 -0.1778
C -3.4480 -1.5892 -2.4321
H -0.1781 1.5047 -6.0211
H 3.6250 -4.0103 -2.1955
C 2.7941 1.1451 2.7336
C -0.1988 2.6884 -2.1303
H -3.9018 -0.5932 -2.4393
H 0.0670 1.3260 1.8488
H 4.0484 -0.9719 -2.4081
B 0.0805 0.5666 0.9382
H -2.4080 -1.4934 -2.7440
O -0.2437 -3.3530 -1.5138
H 3.8264 0.9768 3.0452
C 2.9752 -3.4135 -1.5525
H -2.2693 4.7486 0.9855
H 0.1005 5.6981 0.7478
H 1.7864 -0.5194 -3.5595
H -1.2689 2.0473 3.2459
C 3.0358 -1.4399 0.1141
N 0.2044 0.5987 -1.5321
C 1.5434 0.2760 -4.2645
H -3.9580 -2.2090 -3.1707
H -1.1184 -4.9595 1.0775
H -0.0820 -0.4751 3.5798
H 2.3367 1.7668 4.7431
H 1.9672 0.0658 4.4351
H 1.3800 4.7156 0.0138
N 1.4499 -0.1953 0.9704
H 0.9077 1.3350 3.8124
C -0.2058 1.9254 -5.0148
N 1.7666 -1.0926 -0.0125
H -0.2102 -2.8060 1.9924
H -0.9527 -0.2703 5.1070
H 4.6042 -0.7508 1.5455
C -0.2131 2.6069 -0.7436

=====

51
Properties=species:S:1:pos:R:3 method="wB97M-V/def2-TZVPD" gap_ev=9.32 smiles="CSCC[C@H](NC(=O)OC(C)(C)C)c1nnc(SCC=C(C)C)o1" e_above_lowest_kj_mol=0.00 largest_force_ev_per_a=1.6
H -4.5935 -2.4871 -0.3781
C -5.9110 -1.4158 1.6692
H 5.7239 -2.7643 -1.4957
N -1.4402 1.6501 0.6466
C -4.0522 -0.8368 -1.6787
C 0.7989 2.7048 -2.2052
C 4.1655 -1.9539 -0.2443
H -0.2306 3.6596 0.0658
C 4.8856 -2.2135 1.0784
H 2.6099 -2.8287 -1.4603
H -5.4586 -1.0344 2.5842
H 0.9765 0.7892 2.2061
H 2.1138 3.0321 1.9301
H -6.0968 1.0601 -0.4089
H 5.4412 -3.1450 1.0156
H 5.8705 -1.0270 -1.1881
O 3.5132 -0.6604 -0.2166
C 0.7941 3.7875 0.4071
S -2.2458 -1.2220 -1.7240
C 5.1723 -1.8351 -1.3890
O 2.1316 -1.1514 1.5333
H 2.4798 1.4339 -0.2335
H 1.2933 2.7294 -3.1711
H 0.6638 1.6734 -1.8937
C -0.3113 1.0302 0.5720
H -0.1557 3.2195 -2.2649
C 0.9744 1.3569 1.2619
C -1.6811 -0.0293 -0.6276
C 1.0992 2.8526 1.5712
H 2.4259 -3.1234 0.2733
C -5.3128 -0.7237 0.4841
C -5.4902 0.7655 0.4464
H -5.7579 -2.4909 1.6251
H 3.6520 -4.0062 -0.6472
N -2.3252 0.9787 -0.1217
H -6.9807 -1.2145 1.7200
H -4.5225 1.2577 0.3648
C 3.1440 -3.0520 -0.5389
H -4.1408 0.2438 -1.7355
O -0.3899 -0.0578 -0.2327
H 0.3969 3.0933 2.3710
C -4.6858 -1.4126 -0.4654
H 0.9331 4.8179 0.7340
C 2.5507 -0.4073 0.6797
H 5.5781 -1.4020 1.2921
H 4.1659 -2.2847 1.8890
H 4.6544 -1.6198 -2.3199
H -4.4302 -1.3027 -2.5896
N 2.0997 0.8629 0.5094
S 1.8877 3.5911 -1.0501
H -5.9832 1.1119 1.3502

=====

16
Properties=species:S:1:pos:R:3 method="wB97M-V/def2-TZVPD" gap_ev=9.06 smiles="C=C(C)/N=C/NN" e_above_lowest_kj_mol=226.68 largest_force_ev_per_a=3.0
H 0.9522 -1.0603 0.6571
C 0.0768 -0.9707 -0.0365
H -0.2330 0.3334 2.2286
H -1.3731 2.5669 -0.6687
H 0.2987 2.3222 -1.3561
H 0.0472 3.4024 0.0707
H 0.5502 -3.6982 -0.1527
H 1.3699 -2.9804 -1.3440
N -0.3746 -2.0714 -0.7070
N -0.5064 0.1634 -0.3221
H -1.1487 -1.8623 -1.4103
C 0.0142 1.2717 1.7249
N 0.4222 -3.2172 -0.9787
C -0.1657 1.2683 0.3954
H 0.3213 2.0558 2.3649
C -0.2511 2.4764 -0.4655

=====

23
Properties=species:S:1:pos:R:3 method="wB97M-V/def2-TZVPD" charge=-1 gap_ev=6.81 e_above_lowest_kj_mol=98.19 largest_force_ev_per_a=1.5
C 0.0552 0.7372 -1.6017
C -3.6617 0.2875 -1.0166
C 3.5594 -0.9983 1.1878
C -1.7026 0.3230 0.5083
C -1.2787 0.4973 -1.8558
H 1.9310 -1.8419 2.2221
C 2.1608 -1.5235 1.2145
H -4.1292 0.6575 -1.9308
H 1.5113 -0.6704 1.0616
H 0.7678 0.8479 -2.4122
O 1.7879 1.0933 -0.0685
H 2.0047 -2.2553 0.4309
C -2.1691 0.3507 -0.8047
H -1.7821 0.5346 -2.8200
H 3.1480 0.8851 1.0559
H -4.0021 -0.7472 -0.9424
H -4.2241 0.8391 -0.2566
H -2.3951 -0.0805 1.2372
H 0.0460 0.7972 1.7743
C 0.5295 0.9144 -0.2620
C -0.3920 0.6858 0.7835
O 3.6872 0.2835 1.6061
O 4.5479 -1.6171 0.8892